{"formula": "C5H10ClN", "method": "the ωB97M-V functional and the def2-TZVPD basis", "max_force_ev_per_a": 4.13, "de_lowest_kj_mol": 422.62, "lumo_ev": [0.47, 0.36], "elements": ["C", "C", "C", "C", "C", "N", "Cl", "H", "H", "H", "H", "H", "H", "H", "H", "H", "H"], "coordinates": [[0.49, 0.81, -0.52], [-0.19, -0.52, -0.11], [-0.25, 2.06, -0.20], [0.18, -1.83, -0.64], [-1.13, -0.57, 1.07], [1.48, 0.60, 0.51], [2.94, 0.03, -0.03], [1.07, 0.82, -1.49], [0.54, 2.74, -0.16], [-0.97, 1.91, 0.62], [-0.92, 2.19, -1.02], [0.63, -2.51, 0.10], [1.07, -1.92, -1.40], [-0.78, -2.15, -1.03], [-1.09, 0.14, 1.78], [-0.94, -1.37, 1.74], [-2.14, -0.43, 0.80]]}